The following is a quantum chemistry calculation of 9 unconnected molecules or ions with the total composition C20H61N3O9, from OMol25.

Geometry as XYZ:
```
93
Properties=species:S:1:pos:R:3:forces:R:3
C -0.009273 2.846050 -1.710584 -0.856 0.699 -0.488
O 0.543357 4.160560 -1.659924 0.572 0.514 -0.134
C 0.111177 5.188520 -2.630304 1.121 -2.092 -0.066
C 0.422317 4.756420 -4.114054 -0.837 0.236 0.633
C 1.886847 4.547220 -4.472224 0.431 -0.248 0.257
N -0.191233 5.692520 -5.068334 0.409 -0.381 0.051
H -1.074803 2.883940 -1.484064 -0.398 0.072 -0.237
H 0.366407 2.169200 -0.943214 0.684 0.488 0.138
H 0.109647 2.365220 -2.681544 0.087 -0.021 -0.072
H -0.937503 5.387030 -2.409064 -0.272 0.019 -0.550
H 0.687377 6.090270 -2.423124 0.093 -0.110 0.342
H -0.035273 3.776100 -4.247034 -0.304 0.008 -0.125
H 2.584277 5.334270 -4.185434 -0.266 0.359 0.131
H 1.999137 4.400370 -5.546434 -0.243 0.083 -0.098
H 2.293217 3.642490 -4.020104 -0.156 -0.049 0.217
H -1.035943 6.123050 -4.720164 0.037 0.079 0.039
H 0.487237 6.395510 -5.324414 -0.175 0.259 0.017
C -3.756893 -4.756630 2.794246 -0.943 -0.869 -1.039
O -2.405413 -4.516180 2.677066 1.653 1.266 0.875
C -1.995393 -3.254540 3.295336 0.017 -0.885 -0.054
C -0.478953 -3.165920 3.542276 0.964 -1.231 0.169
C 0.129037 -4.169610 4.536206 -0.236 0.374 -0.130
N -0.050223 -1.814630 3.908926 -0.850 0.270 -0.363
H -3.908193 -5.615970 2.140986 -0.319 -0.161 0.017
H -4.401863 -3.971520 2.399636 0.094 0.478 -0.073
H -4.166293 -5.035860 3.765086 0.487 0.131 0.541
H -2.260923 -2.444290 2.616306 -0.251 0.208 0.043
H -2.570133 -3.207500 4.220296 0.161 0.504 0.249
H 0.038487 -3.364330 2.603676 -0.395 -0.599 -0.499
H -0.034663 -5.205480 4.239116 -0.216 0.057 0.147
H -0.202523 -3.968220 5.554836 -0.315 -0.197 0.028
H 1.206307 -4.005530 4.562146 0.130 -0.050 -0.143
H -0.093343 -1.358480 3.008836 -0.339 1.018 0.028
H 0.944787 -1.810610 4.082236 0.206 -0.306 0.376
C -4.916823 -3.628270 -0.783264 0.980 -1.027 -0.424
O -3.529383 -3.560620 -1.205244 -0.877 1.154 1.203
C -2.895333 -4.708490 -1.678884 -0.189 -1.229 0.279
C -1.356253 -4.538610 -1.590244 0.393 -0.752 1.539
C -0.831743 -4.329370 -0.112844 -0.609 0.153 -0.370
N -0.946223 -3.429780 -2.407494 0.056 0.744 0.045
H -5.562573 -3.512030 -1.653664 -0.143 0.467 0.109
H -5.117693 -2.954940 0.050026 0.266 0.551 -0.529
H -5.175453 -4.598380 -0.358864 0.337 -0.439 -0.072
H -3.249213 -5.598960 -1.159324 0.177 -0.150 0.713
H -3.266043 -4.919660 -2.681914 0.501 0.185 -0.708
H -0.814113 -5.440950 -1.873024 -0.474 -0.255 -0.572
H 0.249657 -4.293720 0.019036 0.189 -0.062 -0.818
H -1.139613 -5.136470 0.551916 -0.405 0.081 -0.098
H -1.171283 -3.380430 0.302266 -0.360 -0.022 0.013
H -1.595393 -2.731690 -2.073824 0.289 0.809 -0.106
H -1.241473 -3.561520 -3.364344 0.058 -0.336 -0.326
C -0.115853 3.320510 3.493596 -0.463 -0.104 0.333
C -0.868143 3.679100 2.227276 -0.526 0.299 -0.323
O -1.442193 2.561750 1.537666 0.321 -0.456 0.476
H 0.747987 2.684820 3.299216 0.171 0.252 -0.010
H -0.689603 2.838480 4.285146 -0.470 -0.397 -0.430
H 0.141217 4.251440 3.998926 0.608 0.128 -0.356
H -0.195693 4.185240 1.534646 0.185 0.140 0.000
H -1.702553 4.352500 2.423226 0.152 0.282 0.377
H -2.116723 2.872360 0.929286 0.076 0.016 -0.018
C 1.575937 -1.209640 0.833666 1.769 -1.199 -0.407
C 1.244477 0.109880 1.436486 0.132 -0.119 -0.079
O -0.139153 0.139670 1.314096 -0.961 0.477 -0.182
H 2.648587 -1.403190 0.842536 0.226 -0.163 0.525
H 1.394197 -1.328430 -0.234484 -0.670 0.616 -0.071
H 1.062177 -2.051320 1.298116 0.042 0.149 0.225
H 1.790607 0.917520 0.949076 -0.219 0.309 -0.697
H 1.535667 0.274280 2.473926 0.233 -0.673 0.384
H -0.471403 1.008560 1.551236 -0.507 0.375 0.005
C -1.938673 -0.265440 -2.022524 0.046 0.169 0.723
O -2.319193 0.209340 -3.284174 -0.035 0.518 -0.669
H -0.872193 -0.468020 -1.924164 0.101 -0.340 -0.215
H -2.112973 0.523690 -1.291094 -0.284 0.052 -0.054
H -2.547473 -1.127520 -1.749974 0.113 -0.091 0.260
H -1.974043 -0.362480 -3.973734 0.024 -0.085 0.075
C 3.206837 3.856320 0.088856 0.402 -0.692 0.474
O 4.185537 3.334830 -0.784774 0.249 0.508 -0.485
H 2.408367 3.125270 0.215776 -0.246 0.158 0.198
H 3.747847 3.972600 1.027946 -0.382 0.244 0.407
H 2.766017 4.814710 -0.185514 0.156 -0.062 -0.429
H 3.889567 2.536010 -1.227374 -0.101 -0.084 -0.166
C 4.608047 0.998090 2.033566 -0.340 0.539 0.713
O 4.175367 1.106970 3.415716 0.107 -0.083 -0.793
H 4.180867 1.831060 1.475196 0.025 -0.158 -0.262
H 5.692787 1.096230 1.991076 0.052 -0.345 -0.206
H 4.236557 0.062830 1.614766 0.253 0.024 0.155
H 4.199527 2.052990 3.577146 -0.068 -0.005 0.384
C 2.740167 0.235400 -2.542314 -1.617 0.279 -0.781
O 3.963687 0.866150 -2.303864 0.796 -0.492 0.368
H 2.311637 0.673970 -3.443484 -0.416 0.301 -0.009
H 2.668997 -0.828320 -2.769344 0.942 -0.305 0.442
H 2.073387 0.419220 -1.699864 0.031 0.091 -0.011
H 4.668017 0.362980 -2.718994 0.130 0.128 0.027
```
Positions in Å, forces in eV/Å.

Values from the calculation:
LUMO energy: 0.5 eV
SMILES: COC[C@H](C)N.COC[C@H](C)N.COC[C@H](C)N.CCO.CCO.CO.CO.CO.CO

Here is what Mulliken gives for the atomic charges, in e:
1 C -0.4306
2 O -0.1051
3 C -0.9000
4 C 0.8449
5 C -1.3147
6 N -0.6999
7 H 0.2139
8 H -0.0501
9 H 0.2412
10 H 0.3254
11 H 0.2582
12 H 0.0549
13 H 0.3715
14 H 0.4488
15 H 0.1881
16 H 0.2407
17 H 0.2628
18 C -0.8608
19 O -0.2271
20 C -0.8706
21 C 1.3930
22 C -1.7504
23 N -0.6925
24 H 0.2784
25 H 0.3042
26 H 0.3175
27 H 0.2593
28 H 0.5275
29 H -0.3360
30 H 0.3735
31 H 0.3665
32 H 0.4526
33 H 0.1027
34 H 0.3824
35 C -0.8996
36 O -0.2002
37 C -0.7807
38 C 0.1411
39 C -1.0698
40 N -0.5104
41 H 0.3007
42 H 0.2761
43 H 0.3312
44 H 0.5033
45 H 0.3902
46 H 0.3471
47 H 0.4787
48 H 0.4006
49 H 0.0110
50 H -0.0424
51 H 0.2999
52 C -1.1002
53 C -0.0117
54 O -0.5640
55 H 0.1411
56 H 0.3350
57 H 0.3947
58 H 0.1025
59 H 0.4356
60 H 0.2491
61 C -0.4680
62 C 1.1578
63 O -0.3787
64 H 0.3810
65 H 0.0802
66 H -0.4323
67 H -0.7896
68 H 0.4266
69 H 0.0972
70 C -0.1589
71 O -0.6177
72 H 0.1439
73 H 0.1165
74 H 0.2533
75 H 0.3074
76 C -0.5404
77 O -0.5436
78 H -0.0835
79 H 0.3954
80 H 0.2413
81 H 0.3824
82 C 0.2203
83 O -0.5307
84 H -0.3164
85 H 0.3669
86 H 0.0265
87 H 0.3201
88 C -0.2854
89 O -0.5276
90 H 0.3246
91 H 0.4519
92 H -0.2146
93 H 0.2650


The following is a quantum chemistry calculation of a single C3H5FO2 molecule, from OMol25.

Geometry as XYZ:
```
11
Properties=species:S:1:pos:R:3:forces:R:3
C 1.460250 0.043393 0.659053 -2.959 0.486 -2.049
C 0.349487 -0.787500 -0.118274 0.287 1.195 -0.947
O 0.356406 -1.966236 -0.409694 0.365 1.916 0.891
C -0.878308 0.118207 -0.676648 -0.036 -3.099 0.067
O -1.618596 0.288559 0.467127 -0.137 0.955 2.126
F -2.760371 1.099383 0.189680 0.118 -0.034 -0.398
H 1.024021 0.520255 1.515314 -0.040 -0.263 0.770
H 2.263406 -0.558251 0.752270 2.461 -2.297 1.389
H 1.899077 0.863552 0.093826 -0.688 0.220 -0.703
H -1.455696 -0.610386 -1.231266 0.156 0.050 -1.069
H -0.639674 0.989027 -1.241392 0.473 0.872 -0.077
```
Positions in Å, forces in eV/Å.

Values from the calculation:
LUMO energy: 0.2 eV
SMILES: CC(=O)COF

Here is what Mulliken gives for the atomic charges, in e:
1 C -1.1865
2 C 0.6892
3 O -0.4980
4 C -0.3353
5 O -0.1398
6 F -0.1922
7 H 0.3360
8 H 0.3723
9 H 0.3434
10 H 0.2494
11 H 0.3615


In order of appearance, ΔE to the lowest compared entry with this formula, charge and spin = 74.5; 105.7 kcal/mol.
In order of appearance, electronic energy = -1639.816003; -367.488805 Ha.
In order of appearance, HOMO = -9.02; -10.39 eV.